Record 1
DFT (ωB97M-V/def2-TZVPD) results for a structure of composition C14H35BCuNO12V2 in a non-equilibrium geometry.

The geometry in XYZ format:
```
66
Properties=species:S:1:pos:R:3:forces:R:3
H -0.6054 -2.7064 3.2141 -0.02 0.21 -0.20
C 0.4597 1.2725 -4.6441 0.32 0.44 7.55
H -6.3459 -1.2485 0.6097 -0.25 -0.11 -0.29
C 1.6485 -2.5524 2.0784 0.85 0.09 -0.33
C -3.8251 -1.4364 0.2049 0.38 0.25 -0.62
C -2.7541 -1.8626 1.2013 -1.21 -0.28 0.34
H -2.4300 -4.1367 2.7046 -0.22 0.20 -0.15
H -3.3134 -1.9950 2.1410 0.35 0.00 0.19
O -0.2908 2.2778 -4.2231 -0.42 1.50 -1.69
O -1.3392 -0.0380 -0.9342 -0.68 -0.20 2.06
H 2.7605 1.4082 2.7561 -0.09 0.23 0.19
C 0.6589 2.0077 2.8393 0.93 0.68 0.12
H 2.1219 3.7576 -2.9288 -0.02 0.21 -0.03
H 2.0208 -3.4659 -4.3936 -0.18 -0.09 -0.34
H 1.7925 0.7738 1.4878 -0.03 0.18 -0.19
O 0.4718 -3.0644 1.4756 -0.20 0.04 0.17
C -6.0026 -2.2799 0.7159 0.70 0.06 0.72
H -5.8500 -2.4410 1.7916 -0.15 -0.08 -0.02
H 2.2890 -2.7395 -2.5987 0.31 -0.04 0.32
C 0.0790 0.8074 3.5504 -0.31 -0.35 0.00
H 1.4275 -1.7235 2.7548 -0.11 -0.09 0.07
C -0.4311 -3.4926 2.4702 -0.26 -0.50 0.20
C -1.7328 -3.9997 1.8689 0.19 -0.63 -0.41
H 0.8083 0.3308 4.2117 0.12 0.13 -0.04
H 0.8125 -2.1596 -3.6130 -1.71 0.45 -0.11
O 0.9194 3.0693 3.7653 -0.30 0.06 0.08
H -1.5758 -4.9861 1.4261 0.15 -0.04 0.17
V -1.4498 1.3303 -2.6745 4.14 1.09 0.66
O 3.0812 -0.1781 -2.3976 -1.87 0.53 -0.48
O -4.7731 -2.4713 0.0290 -0.35 0.01 -0.17
H -3.0159 -3.5896 0.2753 0.09 -0.52 0.29
H -6.7121 -3.0135 0.3500 -0.10 0.11 -0.14
H 2.3256 -2.1892 1.3059 -0.29 0.05 -0.21
B 1.9295 -2.4909 -3.7216 0.06 -1.53 0.96
H -0.0189 -4.3494 3.0190 0.17 0.12 0.06
H -2.0009 -1.0936 1.3437 0.17 -0.11 -0.13
H -0.2408 0.0478 2.8279 -0.03 0.04 0.00
O 1.7139 1.1661 -4.5046 0.39 1.00 -2.15
C -0.0472 -0.0033 -0.7802 -1.27 -1.98 -8.20
H -0.0400 2.4559 2.1300 -0.25 -0.23 0.08
C 1.9385 1.6836 2.0861 -0.04 -0.86 -0.28
H 2.2037 -3.3378 2.6009 -0.26 -0.04 0.19
H 1.5911 4.8371 -0.1114 -0.07 -0.15 0.05
H 4.5480 4.0140 -2.1383 -0.11 -0.08 -0.10
O 2.6572 2.6732 -1.2852 0.16 0.40 0.24
H 0.4081 4.0308 -1.2021 -0.10 0.12 0.20
O -1.8590 2.6298 -1.9248 -0.41 -0.85 -0.84
H 3.7758 5.5302 -2.5454 -0.18 0.15 0.17
Cu -0.5526 -2.8275 -0.5998 0.05 0.70 0.55
C 2.4212 3.9491 -1.8907 -0.02 -0.33 -0.11
O -0.1252 0.2190 -4.1530 -2.67 -3.87 0.23
H 1.7400 2.8837 4.2324 0.02 -0.07 -0.04
H 1.8107 2.2189 -1.2364 0.04 -0.11 -0.01
H 3.9564 4.9992 -0.8302 -0.04 0.23 -0.07
H -0.7801 1.0809 4.1633 -0.02 0.08 -0.07
C 3.7377 4.6885 -1.8550 0.39 -0.24 0.08
H -3.3827 -1.2638 -0.7791 0.11 -0.04 0.10
N -2.2340 -3.1783 0.7766 0.65 1.24 -0.65
H -4.2968 -0.4964 0.5026 0.01 -0.05 0.17
O 0.6739 -1.0541 -1.0480 -0.56 -2.03 3.10
H 1.0481 5.6308 -1.5824 0.06 -0.05 -0.14
H 2.2659 2.4768 1.4187 -0.03 0.07 0.04
V 1.5991 -0.3561 -2.9017 2.83 -0.10 0.15
H 2.5790 -1.6490 -4.1953 0.66 1.34 -0.48
O 0.4507 0.9591 -1.4875 0.47 3.58 -0.59
C 1.2992 4.6603 -1.1488 0.05 0.06 -0.21
```
Forces are in eV/Å.

Energy above the lowest of the compared OMol25 structures with the same formula, charge and spin ... 0.0 kJ/mol
E ... -5065.3299 Eh
Orbital gap (spin up / spin down) ... 7.20 / 7.35 eV
Spin multiplicity ... 3
Maximum force ... 8.54 eV Å⁻¹

Record 2
DFT (ωB97M-V/def2-TZVPD) results for a cluster of 2 separate species, C14H35F4N2O4P2 in total in a non-equilibrium geometry.

The geometry in XYZ format:
```
61
Properties=species:S:1:pos:R:3:forces:R:3
O -0.1553 0.4756 -1.2458 -0.05 0.20 0.19
H 0.6478 1.1154 -5.0950 -0.23 0.09 0.15
C 2.5406 -1.5946 -2.6185 -0.06 -0.12 0.04
P -0.3469 0.9919 -2.8025 -0.62 -0.40 -0.34
H -1.6308 -0.5427 0.9365 -0.01 0.01 0.00
C -3.5422 1.0898 3.2411 -0.02 -0.04 0.07
H -1.6685 2.6153 -2.5571 0.08 0.14 -0.25
H 5.2739 -0.3206 -1.3108 -0.08 -0.13 -0.02
H -3.4902 -1.9763 2.9028 0.03 0.05 0.03
H -1.1132 1.5972 3.9351 -0.03 0.01 -0.01
H 4.4200 -2.0504 -3.5254 -0.10 0.25 -0.01
H -1.8557 2.7346 2.0679 0.00 0.00 0.02
H -4.6823 -0.6578 3.8665 0.03 -0.02 0.01
H 3.5973 2.8365 -1.4896 -0.13 -0.09 0.00
H -2.4873 -3.8061 3.8323 0.01 -0.03 -0.02
H 1.8339 -1.5364 -4.6621 -0.03 0.15 0.18
H -2.7413 -2.5964 1.4400 -0.08 -0.01 0.00
C -2.6042 -1.8949 2.2734 0.00 -0.05 0.07
H 2.4191 -2.6880 -2.6180 0.00 0.21 0.09
O -1.4346 -2.2133 2.9840 0.02 0.06 0.01
H -1.1901 1.5670 0.8871 0.00 0.07 -0.04
H 0.5493 -1.3798 -3.4695 0.15 0.09 -0.06
C 2.7084 2.2415 -1.7263 -0.21 0.04 -0.01
C -4.0638 0.1265 4.2944 -0.04 0.00 -0.03
H -0.7260 -3.8278 4.0160 0.01 0.01 0.00
H -1.3416 -0.1350 4.1621 0.01 -0.05 -0.07
P 1.5411 0.7235 -4.0842 0.85 -0.07 -0.85
C -2.0430 1.8210 1.5099 0.05 -0.07 -0.09
C 1.5784 -1.0803 -3.6995 -0.03 -0.27 0.07
O 2.7626 0.5424 -5.2650 -0.37 0.01 0.11
F 1.6250 2.8047 -1.1408 0.17 -0.12 -0.09
H 0.5418 1.1859 2.1254 0.00 0.00 0.01
C -2.4794 -0.5337 1.6183 0.04 0.00 0.00
F 1.9223 3.2856 -3.6884 0.07 -0.01 -0.02
H -2.9232 1.9390 0.8828 -0.01 0.02 0.00
H -3.2906 2.0437 3.7025 0.00 0.02 -0.02
C 4.0276 -1.2797 -2.8485 0.18 -0.35 0.01
C 4.8692 -1.3074 -1.5525 0.03 -0.03 -0.07
C -1.6055 -3.1886 4.0092 0.02 -0.05 -0.03
H -1.6966 -2.7033 4.9850 -0.06 0.00 -0.01
H -4.7032 0.6940 4.9695 0.02 0.02 0.00
C 0.2246 0.3724 2.7760 0.01 0.04 -0.10
H -0.1489 -0.4903 -1.2554 0.09 0.03 0.02
H -3.3784 -0.3438 1.0305 0.02 -0.02 -0.04
N -1.4789 0.2069 -3.5492 0.35 0.13 0.49
N -2.2939 0.7000 2.4757 -0.02 0.08 -0.07
H 0.2425 -0.5623 2.2216 -0.01 -0.02 0.04
H 4.2721 -1.6348 -0.6945 0.07 0.03 -0.10
C -1.1176 0.6308 3.4287 0.07 0.00 0.11
O -0.7079 2.5515 -2.6877 -0.01 -0.20 0.49
H -1.8957 -0.5499 -3.0182 -0.12 0.01 -0.25
H 2.2167 -1.2637 -1.6242 0.10 0.12 -0.17
F 2.8533 0.9891 -1.2159 0.05 0.17 -0.06
H -4.3069 1.2760 2.4879 0.01 0.02 -0.01
C 2.5527 2.1547 -3.2652 -0.11 0.04 0.36
H 2.5377 1.0035 -6.0821 0.17 0.02 0.10
H 4.1598 -0.3359 -3.3837 -0.05 -0.05 0.15
H -3.2789 -0.3241 4.8983 0.00 0.01 0.01
H 0.9646 0.2895 3.5711 -0.01 -0.01 0.02
F 3.8235 2.2080 -3.7179 -0.05 -0.07 -0.06
H 5.7170 -1.9956 -1.6378 -0.15 0.15 0.01
```
Forces are in eV/Å.

E ... -2046.8246 Eh
Orbital gap ... 8.47 eV
Spin multiplicity ... 1
Charge ... +1
Maximum force ... 1.20 eV Å⁻¹

Record 3
DFT (ωB97M-V/def2-TZVPD) results for a structure of composition C14H35MgN3S2 in a non-equilibrium geometry.

The geometry in XYZ format:
```
55
Properties=species:S:1:pos:R:3:forces:R:3
H 3.4431 -0.7545 -2.1563 0.21 0.16 0.25
C -1.8078 0.6988 2.4102 0.00 0.11 0.25
H 5.2353 -0.5654 -0.3072 -0.51 0.17 -0.35
H 0.8256 -2.6733 -2.3723 -0.32 -0.14 0.12
H -1.3124 -1.8639 2.2712 0.26 0.18 0.35
H 2.6767 0.9649 2.9450 0.14 -0.14 0.15
C 1.8864 0.2920 2.6097 -0.09 -0.01 -0.14
H -0.7984 -3.4262 -2.5626 0.39 0.27 -0.11
C 3.7523 0.1982 -1.7148 2.06 0.26 0.32
C -0.2549 -2.5338 -2.2172 -0.27 -0.27 0.12
H -2.7447 -3.3703 -0.8278 0.11 0.28 0.16
C 2.6038 -1.1580 0.7496 0.37 -0.71 0.21
H -2.5594 0.1087 1.8866 -0.10 0.03 0.07
S -0.5386 -2.4719 -0.4067 -0.37 0.22 -0.30
H 3.3654 1.0870 -2.2378 0.29 -0.32 0.34
N -0.1151 -0.0646 -2.3705 0.37 0.15 -0.41
C -0.3280 2.4107 -2.2261 -0.29 0.15 0.20
N 1.9865 0.1147 1.1511 -0.34 0.14 -0.49
H -1.8357 -1.2030 -2.8591 0.23 0.08 0.05
H -1.7676 1.6956 1.9756 -0.12 0.06 0.12
H -1.8485 1.0348 -2.9003 0.22 -0.08 0.02
H 1.9415 -1.9985 1.0293 0.21 0.47 0.22
H 1.5508 2.1421 0.7943 0.40 -0.30 0.25
C -2.3836 -2.4413 -0.3678 0.27 -0.03 0.03
H -2.6859 -2.4167 0.6866 0.10 -0.06 -0.34
H 0.4576 -1.7910 2.4737 -0.57 0.09 0.18
H 3.2937 1.8256 0.9781 -0.22 -0.16 -0.36
C 0.5378 0.8728 2.9522 -0.80 -0.48 0.03
H -0.5998 -1.3316 3.8456 -0.07 -0.08 -0.41
H 0.8412 -0.0569 -2.7500 -0.23 -0.04 0.03
H 2.7169 -1.2330 -0.3380 0.04 0.09 0.46
S -0.7686 2.3644 -0.4441 -0.23 0.03 -0.45
H 5.1296 1.2518 -0.4112 -0.47 -0.34 -0.31
H 0.4314 1.9196 2.6625 0.06 -0.02 -0.01
H 0.7596 2.5642 -2.3035 -0.34 0.11 0.08
H -2.9101 3.2102 -1.2373 0.23 -0.33 0.25
C 4.7131 0.2920 -0.7516 -0.28 0.01 -1.60
H 3.5804 -1.3483 1.2236 -0.19 0.14 -0.31
H -0.4925 1.2262 -4.0217 -0.16 0.04 0.30
C -0.7472 -1.2914 -2.9404 0.16 0.02 -0.01
H -0.8569 3.2864 -2.6267 0.39 -0.21 -0.09
H 1.9941 -0.6730 3.1013 0.25 0.08 -0.03
H 0.3757 0.8025 4.0393 0.05 0.15 -0.14
H -0.5076 -1.3521 -4.0149 -0.13 -0.12 0.31
C -0.7609 1.1483 -2.9548 0.18 0.10 -0.13
C -0.4931 -1.3012 2.7430 0.02 -0.14 0.04
H 2.4351 1.3851 -0.5302 -0.03 0.02 0.55
H -2.9570 1.4150 -0.9907 0.03 0.41 0.16
N -0.5019 0.0827 2.2419 0.46 -0.11 -0.37
Mg 0.3689 -0.0184 -0.1821 -1.62 -0.03 1.02
H -2.0779 0.7997 3.4700 -0.12 -0.08 -0.12
C -2.5975 2.3743 -0.5912 0.00 -0.19 0.03
C 2.3549 1.4190 0.5640 0.03 0.62 0.09
H -2.8003 -1.5695 -0.8846 0.16 -0.22 0.14
H -3.0095 2.5281 0.4158 0.17 -0.03 -0.41
```
Forces are in eV/Å.

Energy above the lowest of the compared OMol25 structures with the same formula, charge and spin ... 0.0 kJ/mol
E ... -1714.6398 Eh
Orbital gap ... 10.12 eV
Spin multiplicity ... 1
Charge ... +2
Maximum force ... 2.10 eV Å⁻¹